Record 1
Below is a cluster of 14 separate species, C69H166N18O14 in total, with properties calculated with ωB97M-V/def2-TZVPD.

```
! RIJCOSX wB97M-V def2-TZVPD def2/J DEFGRID3
* xyz 0 1
C 3.8491 -6.9261 2.3962
C 4.8233 -6.0414 1.5902
C 5.5373 -6.8544 0.5034
C 4.6296 -7.2321 -0.7064
C 4.0841 -5.8666 -1.2918
C 3.3221 -5.0130 -0.2095
N 4.1963 -4.8471 0.9424
O 3.5351 -4.0561 1.9330
C 3.0892 -3.5540 -0.7930
C 1.9066 -5.5748 0.0743
C 5.8862 -5.4524 2.4795
H 3.4198 -6.3121 3.1784
H 4.3712 -7.7831 2.7790
H 3.1094 -7.3973 1.7552
H 6.3690 -6.2903 0.0415
H 5.8939 -7.7050 1.0431
H 3.8186 -7.8800 -0.4477
H 5.2689 -7.7117 -1.5201
H 3.4846 -6.0251 -2.1529
H 4.9202 -5.2409 -1.6521
H 2.6265 -2.9081 -0.0839
H 4.1213 -3.2134 -1.1293
H 2.7230 -3.7507 -1.7779
H 1.5361 -5.1227 1.0321
H 1.2403 -5.0751 -0.6765
H 1.7638 -6.5952 -0.1429
H 6.8373 -5.0971 1.9945
H 6.2369 -6.1283 3.3557
H 5.5174 -4.5767 2.9914
H 2.7197 -4.4584 2.2256
C -0.6556 1.1159 -1.1788
C 0.2326 -0.1813 -0.7432
C 1.7379 0.1417 -0.8919
C 2.2291 0.8359 0.3490
C 2.2030 -0.0242 1.5756
C 0.6623 -0.3015 1.9679
N -0.0318 -0.6342 0.6814
O -1.4504 -0.6530 0.8387
C 0.3282 -1.4086 3.0221
C 0.1008 0.9923 2.6032
C -0.1074 -1.2508 -1.7038
H -0.2082 2.0996 -0.9802
H -1.7275 1.1639 -0.7673
H -0.7122 0.9769 -2.2418
H 2.3036 -0.7799 -1.0624
H 1.9078 0.6999 -1.8291
H 1.7064 1.7602 0.5235
H 3.2793 1.0640 0.1583
H 2.6680 0.3795 2.4815
H 2.6911 -0.9844 1.3646
H -0.7245 -1.6105 3.1736
H 0.8063 -2.3255 2.6481
H 0.7878 -1.2319 4.0344
H 0.0789 1.8211 1.8825
H -0.9655 0.8828 2.8345
H 0.6278 1.2717 3.5380
H 0.3861 -2.1382 -1.3518
H 0.2453 -1.0671 -2.7212
H -1.1964 -1.5044 -1.8331
H -1.7408 0.2789 0.9268
C -2.6334 -5.3262 -7.3807
C -2.0056 -5.7711 -6.0845
C -0.8979 -4.7801 -5.7370
C -0.3261 -5.1235 -4.3472
C -1.4650 -4.8575 -3.3697
C -2.7126 -5.8081 -3.5445
N -3.1148 -5.6306 -5.0157
O -4.0662 -6.6590 -5.2862
C -2.2466 -7.2083 -3.0662
C -3.8870 -5.3333 -2.7232
C -1.4457 -7.1641 -6.2399
H -3.3104 -6.1203 -7.7378
H -1.9113 -5.1161 -8.1606
H -3.2937 -4.4345 -7.1703
H -0.1825 -4.9338 -6.5412
H -1.3611 -3.7582 -5.8656
H 0.5227 -4.5740 -3.9712
H 0.0053 -6.1512 -4.3028
H -1.8790 -3.8611 -3.5205
H -1.1062 -4.8872 -2.2805
H -2.9038 -8.0461 -3.2752
H -1.2763 -7.4653 -3.4811
H -1.8684 -7.1759 -1.9811
H -4.1730 -4.3016 -2.8722
H -4.7946 -5.9663 -2.8509
H -3.5927 -5.5183 -1.6691
H -0.6727 -7.2081 -6.9834
H -2.2185 -7.9089 -6.4726
H -1.0336 -7.5450 -5.3252
H -3.9001 -7.3548 -4.6477
C 2.5621 4.6067 -3.5310
C 1.9102 5.0959 -2.1932
C 2.1124 3.9072 -1.2636
C 3.5609 3.7477 -0.7914
C 4.1556 5.0618 -0.3996
C 3.8607 6.2818 -1.2896
N 2.4836 6.2801 -1.5490
O 2.1329 7.3959 -2.2544
C 4.0924 7.5210 -0.4842
C 4.8201 6.3105 -2.5230
C 0.4648 5.3836 -2.5685
H 1.8694 4.0164 -4.1226
H 3.3915 3.9263 -3.3514
H 2.8685 5.3866 -4.2052
H 1.3571 4.1358 -0.4786
H 1.7555 3.0584 -1.7437
H 4.1366 3.2290 -1.5716
H 3.5331 3.0637 0.0320
H 5.2246 5.0892 -0.2431
H 3.6930 5.3714 0.5921
H 3.2871 7.6703 0.2979
H 5.0350 7.4096 0.0525
H 4.2169 8.4357 -1.0369
H 4.9726 5.3231 -2.9516
H 4.5662 6.9881 -3.2874
H 5.7851 6.7126 -2.2584
H -0.1125 4.4878 -2.7724
H 0.3806 5.9537 -3.4684
H -0.1460 5.8888 -1.7737
H 2.6997 7.3168 -3.0428
C -2.2818 2.2194 8.0946
C -3.6685 1.6078 7.7208
C -4.0547 1.9074 6.2640
C -3.2718 0.9977 5.3102
C -3.5631 -0.4684 5.5845
C -3.1481 -0.8609 6.9870
N -3.7246 0.1180 7.9223
O -3.2088 -0.1194 9.2178
C -3.7135 -2.2502 7.3836
C -1.5988 -0.8329 7.1259
C -4.7112 2.2760 8.6219
H -1.4991 1.8561 7.4074
H -1.9220 1.9992 9.0986
H -2.3312 3.2509 7.7939
H -5.1159 1.6871 6.1895
H -3.9282 2.9628 6.0126
H -2.2106 1.1321 5.4637
H -3.4515 1.2641 4.2343
H -3.0281 -1.1195 4.8849
H -4.6642 -0.7044 5.5337
H -3.6694 -2.8688 6.4486
H -3.1070 -2.7189 8.2061
H -4.7867 -2.2626 7.4849
H -1.2634 0.1555 6.8124
H -1.2948 -1.0209 8.1544
H -1.1367 -1.6075 6.5928
H -4.3102 2.3197 9.6099
H -5.6476 1.7934 8.4879
H -4.8282 3.2684 8.2373
H -3.9722 -0.3242 9.7654
C -0.2682 5.6176 3.1245
O -0.7809 5.9584 2.0827
N 0.0694 6.5995 4.0792
N 0.1574 4.3876 3.5042
H -0.1594 7.5688 3.8844
H 0.0652 6.3384 5.0238
H 0.1292 3.6306 2.9173
H 0.5631 4.1741 4.4189
C -2.9097 2.7118 1.4282
O -3.3412 1.5939 1.0899
N -3.2888 3.1676 2.5994
N -1.9099 3.3944 0.7484
H -4.1183 2.7488 2.9647
H -3.0588 4.1664 2.7422
H -1.8434 3.2191 -0.2424
H -1.6945 4.3776 0.9791
C -6.1737 0.4495 3.4102
O -6.1723 1.6350 3.6258
N -7.0922 -0.4085 3.9375
N -5.4036 -0.1608 2.4931
H -7.0182 -1.4164 3.9435
H -7.4145 -0.1072 4.8523
H -5.2199 -1.1205 2.6016
H -4.6859 0.4380 2.0516
C -4.0488 -2.4998 -0.3184
O -4.9632 -3.2642 -0.1938
N -2.7126 -2.9583 -0.4352
N -4.3158 -1.1815 -0.3643
H -2.6347 -3.8792 -0.1025
H -2.0972 -2.3668 0.1157
H -5.2876 -1.0171 -0.1830
H -3.5775 -0.5598 -0.1788
C 3.6048 3.5576 3.0201
C 4.3389 3.7742 4.2935
C 3.7982 3.0540 5.4806
O 2.3691 3.2308 5.5647
C 1.7987 2.3548 6.4829
N 5.7651 3.3897 4.0564
H 3.5117 2.5036 2.8093
H 4.1858 3.9305 2.1382
H 2.5383 3.9816 3.0713
H 4.4175 4.8458 4.5324
H 4.3700 3.3419 6.3834
H 3.8991 1.9554 5.2585
H 1.8522 1.3288 6.0918
H 0.7220 2.5659 6.4938
H 2.3215 2.4851 7.5092
H 5.9107 2.3528 4.0471
H 6.3604 3.7774 4.7610
C 6.5844 0.8834 -1.3155
C 6.2415 1.3980 0.0319
C 6.4996 0.2801 1.0734
O 5.2807 -0.3944 1.3339
C 5.5805 -1.6448 2.0151
N 6.9127 2.6511 0.3110
H 7.6480 0.5975 -1.4266
H 6.4098 1.7036 -2.1178
H 6.0254 -0.0568 -1.4650
H 5.0802 1.5651 0.1559
H 6.9004 0.7236 2.0072
H 7.1764 -0.5183 0.7233
H 4.6385 -2.0297 2.3513
H 6.2234 -1.4438 2.8502
H 5.9955 -2.4173 1.3308
H 6.8395 2.8516 1.3105
H 7.8545 2.5903 -0.0585
C -1.1711 0.9697 -6.4203
C -0.3148 1.1092 -5.1379
C 1.0978 0.6801 -5.2885
O 1.7470 0.7436 -4.0375
C 3.0625 0.2325 -3.9874
N -0.2536 2.5618 -4.8087
H -0.6029 1.3792 -7.2726
H -2.1008 1.5071 -6.2903
H -1.3615 -0.0515 -6.5228
H -0.8365 0.5792 -4.3345
H 1.5576 1.3153 -6.0599
H 1.1993 -0.3049 -5.6948
H 3.7189 0.8396 -4.6921
H 3.0327 -0.8196 -4.3891
H 3.3528 0.2297 -2.9577
H -1.1657 2.8742 -4.4888
H 0.3034 2.7335 -3.9676
C -3.3593 -0.8414 -4.4304
C -4.0692 -1.7663 -5.4016
C -5.5164 -1.4921 -5.3572
O -6.2276 -2.3082 -6.2557
C -6.2852 -3.6946 -5.8669
N -3.4979 -1.7383 -6.7261
H -3.4496 0.2004 -4.8501
H -2.3205 -1.1208 -4.4049
H -3.9466 -0.8682 -3.4947
H -3.9001 -2.7822 -5.0292
H -5.7557 -0.4829 -5.6707
H -5.7858 -1.5965 -4.3117
H -6.7440 -3.8043 -4.8545
H -5.3445 -4.2143 -5.8438
H -6.9241 -4.0237 -6.7105
H -3.4407 -0.8955 -7.2732
H -4.0619 -2.3445 -7.2852
C -5.0957 3.4773 -1.5768
C -4.1740 3.7519 -2.7925
C -3.1215 4.7792 -2.2978
O -3.7278 5.5895 -1.3929
C -2.8723 6.5328 -0.8451
N -3.4250 2.6429 -3.3781
H -5.8603 2.7538 -1.9246
H -5.6148 4.3716 -1.2309
H -4.5273 3.0259 -0.7610
H -4.7641 4.2942 -3.6001
H -2.6666 5.4087 -3.0828
H -2.2917 4.2056 -1.8099
H -3.3090 6.9399 0.0386
H -2.7214 7.3579 -1.5322
H -1.9337 6.0962 -0.6187
H -2.9308 2.0960 -2.6783
H -4.1549 2.0413 -3.7019
*
```

E_HOMO	-8.40	eV
Kohn-Sham gap	8.692	eV

Löwdin atomic charge list, values in e, 99 entries:
1 C -0.01
2 C -0.52
3 C -0.14
4 C -0.14
5 C -0.11
6 C -0.49
7 N -0.07
8 O -0.07
9 C -0.03
10 C -0.02
11 C -0.06
12 H 0.08
13 H 0.08
14 H 0.07
15 H 0.12
16 H 0.11
17 H 0.08
18 H 0.13
19 H 0.10
20 H 0.12
21 H 0.05
22 H 0.10
23 H 0.06
24 H 0.09
25 H 0.08
26 H 0.06
27 H 0.10
28 H 0.12
29 H 0.06
30 H 0.06
31 C 0.01
32 C -0.42
33 C -0.12
34 C -0.19
35 C -0.09
36 C -0.43
37 N -0.04
38 O -0.09
39 C -0.02
40 C -0.05
41 C -0.06
42 H 0.06
43 H 0.07
44 H 0.04
45 H 0.11
46 H 0.09
47 H 0.09
48 H 0.08
49 H 0.11
50 H 0.10
51 H 0.06
52 H 0.07
53 H 0.09
54 H 0.06
55 H 0.07
56 H 0.09
57 H 0.07
58 H 0.08
59 H 0.08
60 H 0.05
61 C -0.04
62 C -0.53
63 C -0.13
64 C -0.16
65 C -0.14
66 C -0.49
67 N -0.04
68 O -0.05
69 C -0.04
70 C -0.04
71 C -0.04
72 H 0.09
73 H 0.09
74 H 0.08
75 H 0.11
76 H 0.13
77 H 0.10
78 H 0.09
79 H 0.10
80 H 0.13
81 H 0.08
82 H 0.05
83 H 0.12
84 H 0.07
85 H 0.10
86 H 0.08
87 H 0.09
88 H 0.09
89 H 0.04
90 H 0.06
91 C -0.02
92 C -0.47
93 C -0.13
94 C -0.17
95 C -0.13
96 C -0.55
97 N -0.13
98 O 0.00
99 C -0.05

Record 2
Below is a cluster of 2 separate species, C12H17N in total, with properties calculated with ωB97M-V/def2-TZVPD.

```
! RIJCOSX wB97M-V def2-TZVPD def2/J DEFGRID3
* xyz 0 1
C 0.7949 0.9296 2.3520
C 1.3668 -0.0624 -1.1443
C 0.7908 0.8454 -0.2204
C 1.2153 0.2714 1.0712
C 1.9534 -0.8564 0.8537
C 1.0435 0.0057 -2.4987
C 0.3295 1.1277 -2.8730
C -0.1849 1.7393 -0.6326
C -0.4050 1.9399 -1.9958
N 1.9548 -1.1287 -0.5268
H 2.3200 -1.9316 -1.0119
H 1.5577 -0.6265 -3.2094
H 2.3608 -1.6435 1.4707
H 0.1996 1.3103 -3.9430
H -0.7785 2.2191 0.1292
H 0.3344 1.8896 2.1329
H 1.5215 1.0478 3.1709
H -1.1973 2.5585 -2.3876
H 0.0818 0.2661 2.8383
C -1.9590 -0.9674 1.1225
C -2.5345 -0.6144 2.5377
C -2.4773 -2.1688 0.3323
H -2.2104 -0.0971 0.5001
H -0.8757 -0.8410 1.2254
H -1.9044 -1.1825 3.2177
H -3.5793 -0.9412 2.5623
H -1.8921 -3.0684 0.2035
H -3.5196 -2.3333 0.6386
H -2.4301 0.4242 2.8277
H -2.5706 -1.8628 -0.7257
*
```

structure (SMILES)	Cc1c[nH]c2ccccc12.CCC
relative energy (zero: lowest compared OMol25 entry of this formula, charge and spin)	130.1	kJ/mol
E_HOMO	-7.84	eV
Kohn-Sham gap	8.703	eV

Partial charges, natural (NBO), in e:
1 C -0.64
2 C 0.16
3 C -0.11
4 C -0.07
5 C -0.05
6 C -0.25
7 C -0.20
8 C -0.18
9 C -0.25
10 N -0.54
11 H 0.41
12 H 0.21
13 H 0.21
14 H 0.20
15 H 0.21
16 H 0.22
17 H 0.22
18 H 0.22
19 H 0.22
20 C -0.41
21 C -0.61
22 C -0.62
23 H 0.19
24 H 0.21
25 H 0.20
26 H 0.20
27 H 0.21
28 H 0.20
29 H 0.21
30 H 0.21

Record 3
Below is a cluster of 2 separate species, C9H8FNO in total, with properties calculated with ωB97M-V/def2-TZVPD.

```
! RIJCOSX wB97M-V def2-TZVPD def2/J DEFGRID3
* xyz 0 1
C 1.6987 2.1966 -0.4373
C 2.3322 0.9610 -0.2530
C 0.2510 2.3109 -0.2549
C 1.5671 -0.2021 -0.1511
C -0.3749 1.1352 0.1073
C 0.2108 -0.1128 0.0661
C -1.8138 0.9805 0.4299
C -0.8114 -1.0900 0.2782
C -0.6008 -2.5240 0.5120
N -1.9667 -0.4637 0.4962
O -2.6913 1.7804 0.5577
F -0.9191 -1.1436 -2.1499
H 2.3704 3.0354 -0.7144
H 3.4292 0.8027 -0.4641
H -0.1758 3.3389 -0.5952
H 2.0762 -1.1826 -0.1946
H -0.0604 -2.7043 1.5143
H -0.1466 -3.0964 -0.2518
H -1.6850 -2.9955 0.6195
H -2.6901 -1.0266 0.8851
*
```

relative energy (zero: lowest compared OMol25 entry of this formula, charge and spin)	300.2	kJ/mol
E_HOMO (alpha / beta)	-8.80 / -8.80	eV
Kohn-Sham gap (alpha / beta)	7.241 / 7.240	eV

Partial charges, natural (NBO), in e:
1 C -0.18
2 C -0.20
3 C -0.14
4 C -0.13
5 C -0.14
6 C -0.11
7 C 0.70
8 C 0.57
9 C -0.68
10 N -0.57
11 O -0.47
12 F -0.79
13 H 0.23
14 H 0.23
15 H 0.26
16 H 0.23
17 H 0.25
18 H 0.29
19 H 0.23
20 H 0.42

Record 4
Below is a structure of composition C4H5N3S, with properties calculated with ωB97M-V/def2-TZVPD.

```
! RIJCOSX wB97M-V def2-TZVPD def2/J DEFGRID3
* xyz 0 1
C -1.5374 -1.5971 0.1658
C -0.9751 -0.3485 -0.2527
C -0.5542 1.8266 -0.0932
C 1.5924 -0.7028 -0.2111
H -2.7662 -1.4998 0.0887
H -1.0572 -2.5100 0.7616
H -0.5995 2.8863 -0.2482
H 1.6842 1.7323 0.8878
H 1.6985 -1.8055 -0.7993
N -1.4646 0.8576 -0.5467
N 0.5379 1.2433 0.4151
N 0.4055 -0.0747 -0.0172
S 3.0355 -0.0076 -0.1505
*
```

relative energy (zero: lowest compared OMol25 entry of this formula, charge and spin)	573.8	kJ/mol
E_HOMO	-7.78	eV
Kohn-Sham gap	7.508	eV

Partial charges, natural (NBO), in e:
1 C -0.55
2 C 0.30
3 C 0.26
4 C -0.12
5 H 0.23
6 H 0.25
7 H 0.22
8 H 0.49
9 H 0.26
10 N -0.53
11 N -0.44
12 N -0.27
13 S -0.10

Values for max |F|, eV/A, ordered as above
4.25; 3.12; 4.18; 5.58
Values for E_tot, Eh, ordered as above
-4767.32018; -522.17073; -577.53803; -717.67508